Record 1
14
Properties=species:S:1:pos:R:3:lowdin_charge:R:1 method="wB97M-V/def2-TZVPD" de_lowest_ev=5.705 homo_ev=-8.8 smiles=OCC1(O)CC1 charge=0
C -0.034 1.500 -0.091 -0.14
C -1.280 0.982 0.449 -0.08
H 1.216 -1.754 -0.636 0.09
H 1.036 -0.861 -2.255 0.23
O -0.027 -1.108 -1.774 -0.19
H 1.554 0.473 1.468 0.11
C 0.089 0.079 0.392 -0.51
O 0.681 0.077 1.567 -0.01
C 0.263 -1.332 -0.379 -0.16
H -0.193 -2.228 0.015 0.11
H 0.003 1.226 -1.299 0.17
H -1.373 1.128 1.693 0.17
H 0.524 2.191 0.537 0.11
H -2.227 0.699 -0.090 0.11

Record 2
73
Properties=species:S:1:pos:R:3:lowdin_charge:R:1 method="wB97M-V/def2-TZVPD" homo_ev=-10.4 charge=+1
C 0.151 12.467 -36.980 -0.06
N -2.240 15.614 -35.377 -0.12
H -0.993 13.902 -38.760 0.13
H -1.118 20.496 -36.892 0.07
H 3.319 17.549 -33.299 0.09
H -3.893 14.381 -34.667 0.13
H 3.529 18.579 -34.650 0.08
C -2.511 16.618 -34.349 -0.20
C -0.069 20.099 -38.778 -0.40
H -2.773 12.657 -33.572 0.14
H -0.728 11.996 -37.422 0.10
H -0.442 22.069 -39.524 0.13
C -0.062 15.956 -38.377 -0.17
O 1.616 21.400 -39.890 -0.17
C 0.402 21.487 -39.156 -0.24
H 4.090 16.679 -36.672 0.13
H 2.405 16.593 -38.546 0.13
C 3.072 17.040 -36.524 -0.17
H 3.685 12.881 -33.670 0.09
H 2.546 13.007 -35.543 0.09
H 0.552 21.959 -38.186 0.13
H 0.708 14.004 -38.939 0.12
H -2.698 15.885 -36.235 0.12
C -0.275 12.396 -33.116 -0.08
H -0.305 20.029 -34.775 0.08
H 0.784 12.279 -33.346 0.08
H -2.574 18.542 -35.360 0.11
H 0.185 12.127 -35.945 0.08
H 2.287 15.213 -37.501 0.11
H -2.170 18.683 -33.781 0.13
H 1.041 12.151 -37.523 0.10
C 0.146 19.137 -34.339 -0.11
H 2.649 23.152 -39.421 0.09
Br 0.627 16.150 -31.962 -0.24
O -0.809 13.342 -34.046 -0.34
C -1.924 18.052 -34.635 -0.16
C -2.836 14.342 -34.932 -0.20
C 2.156 16.295 -37.528 -0.19
H -0.412 12.960 -32.193 0.08
N 0.934 19.401 -37.969 0.06
H -3.590 16.729 -34.243 0.13
N 0.749 16.545 -37.309 -0.18
H -1.756 19.130 -37.800 0.06
H 0.118 19.242 -33.255 0.09
H -2.280 14.085 -32.836 0.12
Sr 0.387 15.495 -35.024 1.31
H 1.257 23.383 -40.592 0.09
C 3.593 17.532 -34.354 -0.09
H -0.331 19.561 -39.689 0.14
H 4.641 17.305 -34.547 0.10
C 3.275 13.843 -33.977 -0.11
H 1.200 19.088 -34.615 0.08
H -2.802 13.703 -35.815 0.13
C -2.234 13.577 -33.799 -0.18
H 1.000 19.933 -37.113 0.07
O 0.039 13.915 -36.986 -0.34
O 2.246 13.722 -34.977 -0.24
H -0.824 11.459 -33.031 0.10
H -1.073 16.347 -38.260 0.10
H 1.829 19.645 -38.369 0.08
C 2.057 22.734 -40.235 -0.08
H 4.098 14.457 -34.342 0.09
H 2.823 14.216 -33.059 0.06
C -1.362 20.142 -37.894 -0.04
H 3.082 18.124 -36.636 0.11
H 2.725 22.651 -41.093 0.09
O 2.633 16.840 -35.163 -0.32
H 0.069 16.332 -39.392 0.13
H 0.582 17.531 -37.452 0.06
O -0.489 17.978 -34.826 -0.32
H -2.190 20.666 -38.371 0.08
H -2.108 16.290 -33.391 0.08
C -0.113 14.379 -38.328 -0.17

Record 3
9
Properties=species:S:1:pos:R:3:lowdin_charge:R:1 method="wB97M-V/def2-TZVPD" de_lowest_ev=2.890 homo_ev=-9.3 smiles="N=[SiH2].C#CCl" charge=0
H -2.285 0.700 0.225 -0.09
C 1.906 1.841 -0.128 0.03
Si -1.520 -0.545 -0.339 0.53
C 1.989 0.652 -0.013 -0.80
H -1.547 -2.511 1.072 -0.07
H -0.702 0.058 -1.384 -0.11
Cl 1.737 -0.905 0.025 0.75
N -1.519 -2.055 0.189 -0.26
H 1.941 2.766 0.353 0.02

Record 4
21
Properties=species:S:1:pos:R:3:lowdin_spin:R:1 method="wB97M-V/def2-TZVPD" de_lowest_ev=3.808 homo_ev="1.2 / -5.0" charge=-1 spin_multiplicity=2
H -1.492 0.313 -2.300 0.01
H 2.321 1.580 -0.359 0.04
C -2.174 -0.138 0.219 0.11
N -0.767 -0.355 -0.346 0.01
H 0.631 0.627 2.463 0.05
H -3.059 -0.771 -0.097 0.01
H -2.280 0.868 0.021 0.02
H 2.062 -0.022 -0.095 0.02
H 1.592 0.216 -2.386 0.01
H -0.307 -1.041 -2.176 0.00
C -0.392 -1.705 0.054 0.07
H 0.986 1.845 3.462 0.16
H -2.162 -0.246 1.367 0.03
H -0.863 -1.822 1.089 0.02
N 1.524 0.812 -0.334 0.04
H 0.672 1.840 -1.791 0.02
H 0.688 -1.836 0.046 0.01
O 1.248 0.722 3.156 0.27
H -0.859 -2.536 -0.473 0.01
C -0.508 -0.127 -1.774 0.03
C 0.874 0.639 -1.710 0.06

Record 5
76
Properties=species:S:1:pos:R:3:lowdin_charge:R:1 method="wB97M-V/def2-TZVPD" de_lowest_ev=3.199 homo_ev="-7.6 / -7.6" charge=0
O 0.089 -0.300 1.409 -0.06
C -2.500 -3.786 -0.368 -0.27
H 0.046 7.726 -0.367 0.11
H -5.138 3.787 -1.662 0.09
C -0.657 -1.513 -2.877 -0.61
H 0.240 7.902 2.083 0.11
C 0.396 1.608 5.077 -0.01
H 1.000 1.577 5.973 0.11
H -5.482 4.461 3.669 0.11
N 2.346 1.700 1.265 -0.11
C -0.554 -1.309 1.836 -0.56
C -2.671 4.427 -4.552 -0.07
C -4.098 3.016 0.955 -0.34
C -1.361 4.795 0.509 -0.32
O -0.923 -1.955 -3.975 0.08
C 2.860 -0.845 -1.078 -0.24
H 4.736 -1.886 -0.684 0.06
C -1.144 -2.259 -1.619 -0.16
C 0.177 2.105 2.744 -0.30
O 1.373 3.950 1.323 -0.27
C 2.690 0.694 0.528 -0.70
S -2.278 0.830 -0.846 0.39
C -4.032 4.572 -4.761 -0.08
H 1.948 2.460 3.861 0.12
C 4.013 -1.138 -0.431 -0.41
N 2.119 0.160 -0.544 -0.03
C -2.196 4.047 -3.307 -0.13
H -2.254 0.014 6.138 0.10
H -2.354 -3.514 1.777 0.14
H -4.699 1.157 0.095 0.05
C -0.905 5.811 -0.308 -0.10
C -4.921 4.348 -3.723 -0.08
C -0.213 7.030 1.639 -0.07
H -1.134 3.899 -3.151 0.11
H 2.506 -1.318 -1.979 0.11
H -3.733 4.862 1.993 0.09
H -1.977 4.605 -5.360 0.11
H -0.593 6.081 3.522 0.11
H -3.656 -5.076 -1.168 0.12
C -1.135 1.666 2.771 -0.12
H -6.537 0.809 1.719 0.11
C -6.114 2.606 2.807 -0.08
O 0.124 2.283 0.069 -0.50
O -3.404 -4.777 -0.283 0.09
O -0.779 -1.613 2.990 0.09
C -1.687 1.198 3.942 -0.02
H -1.008 5.739 -1.384 0.09
C -0.323 6.931 0.264 -0.06
C -0.915 1.117 5.108 -0.31
O -0.017 -0.452 -2.593 -0.09
C -3.090 3.832 -2.269 -0.35
S 4.214 -0.116 0.942 1.04
C -5.914 1.687 1.791 -0.08
H -1.596 4.080 2.520 0.09
H -4.404 4.850 -5.736 0.11
C -4.452 3.976 -2.475 -0.12
C -4.328 3.960 1.944 -0.11
C -5.327 3.743 2.879 -0.07
C -1.109 -2.162 0.682 -0.14
S 1.006 2.565 1.241 0.67
H -5.982 4.462 -3.881 0.11
C -1.251 4.883 1.884 -0.16
H -2.711 0.855 3.942 0.12
C -2.014 -3.197 0.804 0.10
H -0.826 0.327 6.985 0.10
H -1.730 1.657 1.869 0.05
H -2.415 -3.703 -2.530 0.13
C -2.046 -3.304 -1.598 0.08
C -4.897 1.884 0.874 -0.16
C 0.934 2.094 3.903 -0.05
N -1.466 0.629 6.267 0.11
Co 0.035 0.257 -0.646 0.55
Sb -2.397 3.117 -0.368 1.46
N -0.688 -1.723 -0.497 0.09
C -0.679 6.010 2.449 -0.06
H -6.887 2.439 3.541 0.10

Record 6
66
Properties=species:S:1:pos:R:3:lowdin_charge:R:1 method="wB97M-V/def2-TZVPD" homo_ev=-8.5 smiles="CNC[C@]1(CN)[C@]([PH2]=S)(B(O)O)C(=O)N[C@@]1(P(O)Br)C(F)(F)C(F)(F)C(F)(F)C(F)(F)F.CCO.CCO" charge=0
H -5.278 2.059 -1.253 0.11
O 3.856 -2.556 5.217 -0.10
F -1.011 4.156 -0.007 0.01
H 2.399 -6.039 4.736 0.08
F -2.307 2.192 0.339 0.04
O 2.092 -1.650 -2.922 -0.02
P -0.483 -0.859 -0.315 0.75
H -2.777 0.485 -3.972 0.15
H 0.629 2.585 -3.740 0.11
Br 1.397 -1.799 0.620 0.42
H -1.949 3.949 -3.423 0.07
H 3.196 -1.268 3.762 0.10
H -1.397 -1.326 1.718 0.08
C -4.615 1.180 -1.714 -0.16
N -1.057 3.656 -2.950 -0.03
B -0.745 -1.642 -3.874 -0.54
H -4.311 0.487 -0.817 0.09
H 2.532 -6.139 2.963 0.08
H 5.090 -0.322 5.989 0.08
C 4.235 -0.184 5.319 -0.09
C -2.426 0.634 -2.838 -0.15
H 4.395 0.720 4.724 0.08
C 4.057 -1.394 4.425 -0.33
H -0.142 1.112 -6.158 0.01
F -1.536 3.848 4.347 0.01
F 1.201 1.501 0.796 -0.04
F -3.271 3.083 2.933 0.05
H 0.992 -6.485 3.741 0.07
H 2.388 -3.752 3.707 0.09
C -0.042 0.789 -1.260 -0.36
H -1.507 -2.744 -2.344 0.11
C -0.957 2.742 0.532 -0.10
H 3.354 -0.037 5.953 0.07
C -1.978 3.802 2.898 -0.14
N 1.370 0.614 -1.870 0.06
H 0.036 -4.715 2.432 0.09
H 4.948 -1.549 3.810 0.12
C 0.258 2.030 -0.265 -0.14
C 1.292 -0.591 -2.778 -0.39
H 0.788 -1.013 -6.134 0.03
C -0.748 2.943 2.158 -0.06
H 3.058 -2.411 5.754 0.09
H -1.115 2.336 -4.637 0.12
O -0.711 -2.815 -2.981 0.03
H 0.834 -4.087 4.495 0.11
P 0.654 0.211 -5.333 0.47
H -0.349 4.416 -3.162 0.09
H -2.469 -1.830 -4.871 0.12
C 1.497 -4.385 3.677 -0.33
H 2.130 0.324 -1.232 0.10
C 1.880 -5.846 3.793 -0.09
C -0.534 2.353 -3.593 -0.22
C -0.090 -0.168 -3.623 -0.33
F 1.091 3.101 -0.936 0.01
O -1.500 -1.827 -5.164 -0.02
N -3.380 1.765 -2.389 -0.16
F 0.479 3.762 2.492 0.03
C -0.837 0.999 -2.721 -0.23
S 2.514 0.854 -5.100 0.16
O 0.830 -4.155 2.445 -0.19
F -2.051 5.221 2.489 0.05
O -1.508 -0.563 1.056 -0.40
H -3.645 2.351 -3.214 0.10
H -2.766 -0.283 -2.151 0.13
H -5.215 0.532 -2.498 0.09
F -0.767 1.638 2.923 0.01

no.,M (g mol⁻¹)
1,88.11
2,555.09
3,105.60
4,106.17
5,879.50
6,702.12